91
Properties=species:S:1:pos:R:3 method="wB97M-V/def2-TZVPD" total_charge=+2 relative_energy_kj_mol=84.8 spin_multiplicity=3 lumo_ev="-5.51 / -9.15" energy_ha=-5489.6786 s_squared=2.024
C -0.963 3.191 2.172
H -3.143 -4.829 2.844
P -0.050 -2.368 -0.195
H 2.103 0.177 5.651
H -4.779 4.531 -2.577
Se -1.740 -0.041 1.432
C -2.438 -2.342 -1.615
Cl -0.431 -0.157 -3.030
H 2.579 -0.008 -2.409
H 1.221 -2.474 2.385
H 4.512 -2.670 -2.070
C 1.517 -3.212 -0.537
C 2.648 2.481 -1.006
C 1.727 -4.531 -0.092
C 0.284 -3.034 2.478
C -2.171 -4.339 2.740
Au 0.122 -0.028 -0.483
H 0.029 -4.668 -2.044
C 1.207 0.551 2.960
P -0.023 2.329 -0.308
C -0.911 -4.134 -2.198
C -1.193 -0.096 3.220
C -0.461 -0.908 7.683
H -2.658 -1.444 -1.039
C 2.954 -5.155 -0.329
C 0.846 -0.538 7.309
C -1.286 -4.293 3.823
H -3.452 5.847 -0.914
C -1.951 4.330 -0.663
H 0.338 5.006 4.744
H 4.927 -4.970 -1.190
H 2.253 5.111 3.142
H -3.964 2.274 -3.291
H -2.961 -0.636 4.132
C 0.279 4.503 3.774
C -1.219 -3.012 -1.418
H 1.326 1.642 3.045
C -3.126 4.849 -1.211
C -0.051 -3.650 3.682
C -3.430 2.846 -2.531
C 0.117 3.212 1.273
C -1.810 -3.785 1.509
H 2.781 1.676 -0.277
C -3.359 -2.797 -2.552
H 2.086 4.055 0.915
C 1.359 2.992 -1.265
C 3.743 -3.194 -1.504
C -3.048 -3.911 -3.340
H -1.940 1.325 -2.266
C 3.582 3.978 -2.661
C -1.825 -4.570 -3.162
H 1.057 0.296 1.886
C 0.046 -0.071 5.117
C -1.242 -0.432 5.478
H -0.641 -1.239 8.708
C -3.871 4.113 -2.142
H 4.449 4.376 -3.192
H 2.094 0.053 3.388
C -0.566 -3.148 1.365
H 4.750 2.595 -1.465
C 3.967 -4.484 -1.021
C -0.890 3.827 3.408
C 2.300 4.466 -2.938
H 1.642 -0.582 8.055
H -1.545 -4.777 4.770
H 2.166 5.245 -3.690
C -1.530 -0.853 6.769
H -2.499 -3.833 0.660
N 0.052 0.120 3.729
H 0.935 -5.057 0.450
H 2.341 -1.575 -1.643
H -4.324 -2.294 -2.649
C 2.524 -2.569 -1.267
C 1.263 3.948 1.624
H -3.769 -4.274 -4.078
H 0.665 -3.645 4.508
C -1.527 3.039 -1.024
C 1.348 4.562 2.876
C 1.184 3.973 -2.253
H -1.879 2.649 1.908
H -1.582 -5.449 -3.763
H -2.563 -1.108 6.996
N -1.986 -0.417 4.287
H 3.111 -6.170 0.036
C -2.283 2.314 -1.955
C 1.118 -0.113 6.002
H -1.757 3.818 4.076
H 0.185 4.353 -2.477
C 3.754 2.983 -1.692
H 1.860 0.097 -2.110
H -1.367 4.921 0.049


16
Properties=species:S:1:pos:R:3 method="wB97M-V/def2-TZVPD" relative_energy_kj_mol=124.9 lumo_ev=1.09 energy_ha=-234.5550
H -1.664 1.722 0.029
H 2.333 1.190 -0.154
H 2.552 0.449 1.438
C 1.845 -0.936 -0.084
H 1.970 -1.087 -1.164
C 0.417 -0.802 0.221
H -2.387 -0.050 1.680
C -2.385 0.950 -0.252
C -0.753 -0.665 0.485
H 3.724 0.130 0.144
H -2.141 0.697 -1.286
H -3.405 1.342 -0.193
C 2.662 0.283 0.362
H 2.229 -1.840 0.403
C -2.160 -0.274 0.631
H -2.824 -1.097 0.341


63
Properties=species:S:1:pos:R:3 method="wB97M-V/def2-TZVPD" spin_multiplicity=6 lumo_ev="-0.05 / -0.16" energy_ha=-3550.0650 s_squared=8.862
H -0.109 -1.495 -2.767
H 3.121 -0.836 -2.729
H -0.135 -2.840 -0.486
H 2.763 1.238 -3.547
C -2.406 4.491 -0.664
H 2.607 -1.057 2.532
H 2.191 2.634 -2.587
C -0.689 2.227 -3.370
H -2.498 -1.941 0.908
H 3.573 -0.323 -1.091
C 2.521 1.560 -2.515
H 3.424 -2.844 -1.205
C 0.332 -0.526 -3.027
F -2.156 2.103 2.127
H -3.177 -1.476 3.528
H 3.435 1.644 -1.917
F -3.928 2.419 -1.547
C 0.135 -0.554 2.865
F -3.638 4.945 -0.303
C 2.972 -1.230 1.513
C 2.804 -0.840 -1.682
H 0.760 0.074 3.507
H 1.166 0.456 1.200
C 0.031 -2.352 0.500
C -0.289 -0.960 0.486
H -0.510 0.114 -3.324
H 3.211 -0.265 1.054
H -2.946 -3.176 2.060
O -1.032 2.544 -0.712
H -0.761 3.301 -3.553
F -2.337 4.499 -2.018
C -2.238 -1.429 2.966
C -0.809 -3.102 1.604
C -2.071 3.061 -0.088
C 2.327 -3.928 1.057
H 1.851 -4.172 2.011
C 2.500 -2.249 -1.204
H -0.503 0.900 1.319
F -1.477 5.377 -0.223
Mn 0.587 2.208 -1.740
C 0.160 0.026 1.431
H -1.471 0.171 4.146
H 1.734 -2.766 -1.812
H -0.233 -3.258 2.542
F -4.321 2.311 0.617
H 3.425 -3.974 1.160
C -3.361 2.167 -0.332
P 1.907 -2.246 0.501
H -0.330 1.761 -4.301
F -3.003 0.853 -0.362
H 2.008 -4.658 0.301
F -0.493 3.448 1.675
C -1.278 -0.594 3.384
F -2.502 4.283 2.015
H -1.715 1.885 -3.129
H -0.989 -4.103 1.205
H 0.612 -1.547 2.930
H 1.017 -0.639 -3.877
H 3.896 -1.818 1.602
P 1.336 0.261 -1.682
C -2.171 -2.424 1.848
C -1.821 3.250 1.458
H -1.009 -0.586 -0.258